[1]
The following is a quantum chemistry calculation of the ion C29H50ClIN2O3PSi with charge +1 in a non-equilibrium geometry, from the OMol25 dataset.

Output
Structure (SMILES): CC(=O)N(C(C)=O)[C@@]1(P(C)C)[C@H](C)O[C@H](I)[N@+]1(CCCCl)CCCCCCCC[Si](C)(C)c1ccccc1
Energy, eV: -77789.438
Total charge: +1
Spin multiplicity: 1

XYZ file:
```
88
Properties=species:S:1:pos:R:3:mulliken_charge:R:1
C -0.1539 4.3711 1.6683 -1.80
C -0.7018 3.0401 1.2569 0.14
O -0.0030 2.0594 1.1562 -0.34
N -2.0491 2.9724 0.8991 1.26
C -2.8516 4.0776 1.4786 0.31
C -3.0917 4.1462 2.9559 -1.31
O -3.2542 4.9111 0.7193 -0.49
C -2.6846 1.6202 0.8238 -0.11
P -2.4544 0.7515 2.4737 0.56
C -3.8609 -0.0527 3.3076 -1.20
C -0.9143 -0.1665 2.8078 -0.91
C -4.1709 1.9328 0.4191 0.13
C -5.3136 1.8699 1.4152 -1.75
O -4.4882 1.0807 -0.7090 -0.52
C -3.5029 0.1614 -0.8859 -0.35
I -3.9893 -1.6448 0.2339 0.11
N -2.2289 0.9104 -0.5421 0.93
C -2.0702 1.8958 -1.6976 -1.01
C -0.7688 2.6525 -1.9499 -1.08
C 0.4007 1.8981 -2.5623 0.35
Cl 1.6267 3.0897 -3.0906 -0.17
C -1.1087 -0.1136 -0.5360 -1.70
C -0.9157 -0.8907 -1.8480 -0.54
C -1.2061 -2.3933 -1.8320 -1.37
C -0.5960 -3.1650 -0.6608 -1.18
C 0.8327 -2.7528 -0.3050 1.35
C 1.2380 -3.1816 1.1135 -0.98
C 2.7507 -3.3510 1.2700 -1.02
C 3.4894 -1.9978 1.4780 -0.51
Si 4.7338 -1.6447 0.1108 -0.03
C 6.0794 -2.9572 0.2409 -1.22
C 5.4960 0.0678 0.2342 -1.24
C 3.8852 -1.7857 -1.5688 0.70
C 3.1554 -0.6950 -2.0553 -0.48
C 2.4900 -0.7470 -3.2719 -0.41
C 2.5467 -1.9022 -4.0416 -0.54
C 3.2633 -2.9983 -3.5784 -0.84
C 3.9247 -2.9357 -2.3599 -0.16
H -0.4514 4.6209 2.6861 0.36
H -0.4771 5.1690 1.0005 0.37
H 0.9289 4.2999 1.6409 0.47
H -4.0178 3.6466 3.2270 0.20
H -2.2919 3.7034 3.5415 0.35
H -3.1879 5.2009 3.2084 0.45
H -3.4751 -0.9533 3.7896 0.38
H -4.6941 -0.3581 2.6880 0.34
H -4.2296 0.6073 4.0896 0.35
H -0.3948 0.3205 3.6293 0.59
H -0.2311 -0.1755 1.9682 -0.17
H -1.1128 -1.2018 3.0919 0.49
H -4.2026 2.9161 -0.0443 0.67
H -6.0883 2.5606 1.0869 0.28
H -5.7597 0.8791 1.4444 0.43
H -5.0406 2.1528 2.4267 0.28
H -3.4940 -0.1738 -1.9145 0.98
H -2.3220 1.3601 -2.6104 0.96
H -2.8500 2.6429 -1.5902 0.58
H -1.0596 3.3979 -2.6958 0.64
H -0.4147 3.2329 -1.1129 0.17
H 0.1144 1.3588 -3.4616 0.45
H 0.9244 1.2507 -1.8681 -0.45
H -1.2472 -0.7841 0.3036 0.82
H -0.2164 0.4499 -0.3303 0.69
H -1.4484 -0.4485 -2.6909 0.80
H 0.1344 -0.7880 -2.1169 -0.72
H -0.7581 -2.7769 -2.7539 0.56
H -2.2699 -2.6137 -1.9337 0.34
H -0.6001 -4.2214 -0.9362 0.54
H -1.2309 -3.1010 0.2299 0.30
H 1.5250 -3.2144 -1.0088 0.48
H 0.9531 -1.6731 -0.4063 -0.76
H 0.8626 -2.4408 1.8248 -0.10
H 0.7128 -4.1150 1.3362 0.53
H 2.9519 -3.9980 2.1223 0.39
H 3.0966 -3.8612 0.3670 0.55
H 4.0729 -2.0767 2.3982 0.56
H 2.7816 -1.1755 1.6027 0.18
H 7.0165 -2.5070 0.5646 0.39
H 6.2610 -3.4219 -0.7283 0.36
H 5.7962 -3.7432 0.9403 0.34
H 5.0583 0.7570 -0.4868 0.34
H 5.4158 0.4965 1.2326 0.39
H 6.5572 -0.0077 -0.0077 0.34
H 3.1012 0.2218 -1.4759 0.40
H 1.9432 0.1162 -3.6309 0.38
H 2.0431 -1.9556 -4.9973 0.45
H 3.3141 -3.8964 -4.1784 0.40
H 4.4673 -3.8122 -2.0292 0.28
```

---

[2]
The following is a quantum chemistry calculation of an isolated molecule of C7H12S in a non-equilibrium geometry, from the OMol25 dataset.

Output
Structure (SMILES): C[C@@H]1CC[C@@H]2[C@H](S)[C@H]21
Energy, eV: -18285.848
Total charge: 0
Spin multiplicity: 1

XYZ file:
```
20
Properties=species:S:1:pos:R:3:nbo_charge:R:1
C 2.4548 0.2729 1.5209 -0.61
C 0.9511 0.2482 1.4402 -0.22
C 0.3357 -1.1486 1.8138 -0.40
C -0.8882 -1.5131 0.8372 -0.38
C -1.1089 -0.1079 0.3021 -0.25
C -0.8028 0.8791 -0.7879 -0.29
C 0.3261 0.3372 0.0545 -0.24
H 2.8645 1.2459 1.1698 0.22
H 2.9717 -0.4153 0.8236 0.21
H 2.8663 0.0984 2.5331 0.21
H 0.4813 1.0172 2.0866 0.21
H 0.0106 -1.2178 2.8721 0.21
H 1.0840 -1.9269 1.7007 0.20
H -1.7275 -1.8943 1.3767 0.21
H -0.5826 -2.2354 0.0712 0.21
H -1.5270 0.5003 1.1065 0.19
H -1.2574 1.8305 -0.5206 0.24
H -0.3304 -0.5908 -2.5310 0.11
H 0.8115 -0.4319 -0.5691 0.18
S -0.8295 0.6383 -2.5753 0.01
```

---

[3]
The following is a quantum chemistry calculation of a structure of composition C22H18F3N5O3RuS, from the OMol25 dataset.

Output
Energy, eV: -58255.811
Total charge: +2
Spin multiplicity: 1

XYZ file:
```
53
Properties=species:S:1:pos:R:3:nbo_charge:R:1
Ru -0.6400 0.5873 -0.3723 0.95
F -2.6482 -0.8888 4.9441 -0.29
C -1.6974 -1.4190 4.1781 0.98
F -0.9414 -2.2169 4.9304 -0.29
F -2.2866 -2.1686 3.2296 -0.31
C -0.8494 -0.3354 3.5518 -0.16
C -0.0551 0.4756 4.3654 -0.07
C 0.7157 1.4746 3.7982 -0.22
C 0.6916 1.6486 2.4195 0.10
N -0.0559 0.8663 1.6490 -0.46
C -0.8132 -0.0892 2.2010 0.07
S -1.6874 -0.8387 0.8263 0.43
H -0.0525 0.3131 5.4361 0.27
H 1.3355 2.1161 4.4073 0.27
H 1.2771 2.4154 1.9303 0.24
O -1.5725 2.1490 -0.2284 -0.52
C -2.4042 2.7736 -1.1007 0.36
C -2.8210 4.0438 -0.6976 -0.23
C -3.7312 4.7447 -1.4557 -0.15
C -4.2281 4.1940 -2.6359 -0.17
C -3.7962 2.9516 -3.0499 -0.15
C -2.8727 2.2163 -2.3008 -0.18
C -2.3807 0.9374 -2.7785 0.40
N -1.4607 0.1799 -2.1845 -0.50
C -1.2488 -0.9306 -2.9829 -0.09
C -2.0490 -0.8381 -4.0684 -0.02
N -2.7529 0.3315 -3.9215 -0.48
H -2.4282 4.4430 0.2270 0.24
H -4.0601 5.7223 -1.1313 0.25
H -4.9441 4.7411 -3.2324 0.25
H -4.1845 2.5549 -3.9786 0.21
H -0.5529 -1.7065 -2.7154 0.24
H -2.1807 -1.4907 -4.9129 0.26
H -3.4303 0.6846 -4.5773 0.45
O 2.9854 -5.1424 2.3902 -0.72
C 4.0269 -4.3550 1.8731 0.11
N 3.3317 -3.3675 1.0586 -0.61
C 4.0122 -2.4110 0.4041 0.64
O 5.2131 -2.2584 0.4663 -0.56
C 3.1978 -1.4428 -0.4272 -0.13
C 3.8332 -0.8028 -1.4884 -0.05
C 3.1341 0.1235 -2.2438 -0.22
C 1.8254 0.3986 -1.9035 0.05
N 1.2241 -0.1880 -0.8510 -0.47
C 1.9003 -1.0963 -0.1237 0.07
H 3.3511 -5.8873 2.8776 0.50
H 4.7218 -4.9297 1.2541 0.18
H 4.5953 -3.8385 2.6497 0.18
H 2.3812 -3.6084 0.8258 0.41
H 4.8689 -1.0436 -1.6929 0.28
H 3.5884 0.6280 -3.0841 0.26
H 1.2347 1.1029 -2.4775 0.23
H 1.3802 -1.5233 0.7239 0.22
```

---

[4]
The following is a quantum chemistry calculation of a structure of composition C12H24CaF18O12P3 in a non-equilibrium geometry, from the OMol25 dataset.

Output
Energy, eV: -132650.684
Total charge: -1
Spin multiplicity: 1

XYZ file:
```
70
Properties=species:S:1:pos:R:3:nbo_charge:R:1
Ca -0.3162 -0.0671 0.1352 1.82
P -2.9180 1.6304 0.7822 2.61
F -2.5510 0.0466 0.5235 -0.62
F -4.2844 1.3846 -0.0242 -0.59
F -3.6649 1.3399 2.1459 -0.57
F -3.1918 3.1893 0.9155 -0.57
F -1.4631 1.5993 1.5262 -0.60
F -2.0778 1.9789 -0.5845 -0.61
P 2.3914 -1.7483 -0.8010 2.61
F 2.6250 -0.1341 -0.6532 -0.61
F 3.1757 -1.6300 -2.2004 -0.58
F 3.7634 -2.0483 -0.0113 -0.58
F 2.1596 -3.3018 -0.9901 -0.57
F 1.6115 -1.7074 0.6369 -0.60
F 0.9026 -1.3610 -1.4280 -0.62
P 0.0855 -1.2392 3.9919 2.61
F 1.4178 -1.8436 3.3427 -0.59
F 0.5227 -1.8088 5.4396 -0.59
F 0.8716 0.1648 4.2634 -0.60
F -1.2437 -0.5718 4.6445 -0.59
F -0.3678 -0.6651 2.5045 -0.63
F -0.7571 -2.5744 3.6707 -0.59
C 0.5588 3.6262 2.2426 -0.27
O 1.9386 3.2902 2.2089 -0.50
C 2.2084 2.0097 1.9961 1.02
O 1.4540 1.2017 1.5404 -0.68
O 3.4525 1.7776 2.3902 -0.50
C 3.9668 0.4866 2.0865 -0.27
H 0.0941 3.6582 1.2591 0.20
H 0.4824 4.5860 2.7441 0.18
H 0.0021 2.8804 2.8101 0.22
H 4.5327 0.1069 2.9356 0.19
H 4.5764 0.4790 1.1871 0.18
H 3.1547 -0.2282 1.9663 0.24
C -3.9216 -2.6069 0.5182 -0.26
O -3.0099 -3.6291 0.9077 -0.49
C -1.7167 -3.3814 0.8446 1.03
O -1.1989 -2.3151 0.5780 -0.73
O -1.0710 -4.4684 1.1543 -0.49
C 0.3539 -4.4183 1.2650 -0.27
H -4.0438 -1.8743 1.3117 0.21
H -4.8744 -3.1135 0.3899 0.18
H -3.5703 -2.1000 -0.3744 0.19
H 0.6533 -5.2857 1.8390 0.19
H 0.6856 -3.4433 1.6044 0.25
H 0.7839 -4.5582 0.2642 0.19
C -2.2918 -2.8877 -2.9539 -0.26
O -1.9063 -1.7232 -3.6998 -0.50
C -1.8604 -0.5680 -3.0452 1.02
O -1.6724 -0.4607 -1.8544 -0.69
O -1.9137 0.4151 -3.9348 -0.50
C -2.0776 1.7485 -3.4449 -0.26
H -3.1975 -2.6944 -2.3913 0.19
H -1.4464 -3.2201 -2.3507 0.21
H -2.4504 -3.6501 -3.7126 0.19
H -1.1767 2.1383 -2.9761 0.19
H -2.8500 1.7739 -2.6777 0.22
H -2.4079 2.3380 -4.2931 0.19
C 1.8089 1.2081 -3.4175 -0.27
O 1.9141 2.4371 -2.6943 -0.51
C 1.3406 2.4986 -1.5081 1.04
O 0.6123 1.6787 -1.0277 -0.70
O 1.5470 3.6421 -0.8917 -0.49
C 2.4337 4.6468 -1.3795 -0.26
H 2.2761 1.3898 -4.3803 0.19
H 0.7799 0.8728 -3.5468 0.19
H 2.3484 0.4187 -2.9068 0.23
H 3.2554 4.7339 -0.6666 0.20
H 1.8607 5.5666 -1.4175 0.19
H 2.8910 4.3837 -2.3285 0.20
```